The following is a DFT calculation (the ωB97M-V functional and the def2-TZVPD basis) of a molecular structure, C15H17ClHgN4O6PS in a non-equilibrium geometry.

```
46
C15H17ClHgN4O6PS, DFT the ωB97M-V functional and the def2-TZVPD basis
N -0.93149 -1.53727 -3.76430
C -0.38871 -0.38212 -2.99232
C 1.03413 -0.84894 -2.32211
N 1.18939 -0.53873 -0.91223
O 2.09463 0.39102 -0.55638
C 1.54711 1.70347 -0.35496
O 2.08877 2.41092 0.53935
C 0.36809 2.37251 -1.17980
C -1.03564 2.43926 -0.48324
C -2.26903 3.09329 -1.17839
C -2.11587 3.69530 -2.60888
C -0.71576 3.64698 -3.29515
C 0.53839 2.99561 -2.61518
C 0.82932 -1.53434 0.09807
C -0.74654 -1.28131 0.39220
C -1.40956 -2.23539 1.48378
S -2.26571 -1.22525 2.83066
C -1.03414 -0.62808 4.03739
N -1.18480 -1.06116 5.42969
N -0.22194 -0.53916 6.20591
C 0.55875 0.26105 5.26912
O 0.08947 0.23700 3.91624
C 1.19611 -3.05139 -0.22002
O 2.35853 -3.26161 -0.72869
O 0.39456 -4.15236 -0.06470
P 1.93129 -1.08804 1.63955
O 3.59268 -1.38563 1.25534
Cl 1.58482 -2.48902 3.20536
H -1.93628 -1.40100 -3.95129
H -0.83274 -2.42311 -3.22925
H -1.13014 0.01447 -2.20823
H -0.22478 0.49548 -3.72930
H 1.19323 -1.92092 -2.67624
H 1.81834 -0.22430 -2.90503
H -1.15460 2.00785 0.57404
H -3.24785 3.07202 -0.59861
H -3.05235 4.13860 -3.07801
H -0.55229 4.07278 -4.34648
H 1.56980 2.94710 -3.10624
H -1.28201 -1.45013 -0.60363
H -0.94987 -0.17593 0.66585
H -2.29345 -2.77941 0.96657
H -0.75296 -3.06771 1.90098
H 1.48050 0.79287 5.71449
H 3.71342 -2.36711 1.37211
Hg 0.55719 2.26185 6.21195
```

gap between HOMO and LUMO = 2.30 eV
energy = -70873.146 eV
highest occupied orbital energy = -11.145 eV
charge = +1

Table of Mulliken atomic charges, one value per atom, all in e:
1 N -0.74
2 C 0.25
3 C -1.40
4 N 0.83
5 O -0.32
6 C 0.05
7 O -0.52
8 C 0.81
9 C -0.13
10 C -0.54
11 C -0.43
12 C -0.38
13 C -0.42
14 C 0.48
15 C 0.18
16 C -0.65
17 S -0.06
18 C 0.31
19 N -0.16
20 N -0.26
21 C 0.30
22 O -0.01
23 C 0.20
24 O -0.51
25 O -0.55
26 P 0.37
27 O -0.45
28 Cl -0.23
29 H 0.27
30 H 0.23
31 H 0.22
32 H 0.19
33 H 0.59
34 H 0.34
35 H 0.25
36 H 0.36
37 H 0.37
38 H 0.35
39 H 0.38
40 H 0.21
41 H -0.40
42 H 0.38
43 H 0.48
44 H 0.15
45 H 0.35
46 Hg 0.32

The following is a DFT calculation (the ωB97M-V functional and the def2-TZVPD basis) of 2 unconnected molecules or ions with the total composition CH6N2S.

```
10
CH6N2S, DFT the ωB97M-V functional and the def2-TZVPD basis
C -2.03229 0.72979 0.61188
N 1.34636 -0.21607 -1.74423
N 1.38721 -0.37775 0.72639
S 0.65018 -1.08416 -0.63488
H -1.30831 1.05312 1.32265
H -2.52322 -0.20921 0.74091
H -2.25838 1.33257 -0.24080
H 0.93648 -0.36806 -2.65279
H 1.63135 -1.04991 1.44111
H 2.17062 0.18970 0.42974
```

gap between HOMO and LUMO (alpha / beta) = 8.69 / 7.86 eV
energy = -14945.938 eV
highest occupied orbital energy (alpha / beta) = -8.547 / -7.439 eV
energy above the lowest of the compared OMol25 structures with the same formula, charge and spin = 84.2 kcal per mole
charge = 0

Table of Mulliken atomic charges, one value per atom, all in e:
1 C -0.93
2 N -0.55
3 N -0.49
4 S 0.26
5 H 0.32
6 H 0.31
7 H 0.30
8 H 0.24
9 H 0.25
10 H 0.31

- Which of these has the highest energy?
  CH6N2S